208
Properties=species:S:1:pos:R:3:forces:R:3:mulliken_charge:R:1 method="wB97M-V/def2-TZVPD" relative_energy_ev=1.566 total_energy_ev=-118083.8127
C -4.1794 -1.1696 -1.3301 1.140 -0.329 -0.771 0.66
C -4.3224 -2.5357 -1.9671 -1.005 -0.594 0.006 0.72
C -5.5227 -2.6756 -2.8951 -0.371 -1.365 -0.506 -0.66
O -6.7759 -2.4187 -2.2623 -0.195 -0.136 -0.094 -0.36
C -7.8962 -2.9183 -3.0183 0.580 0.346 0.488 -0.80
N -3.1484 -2.9405 -2.7491 -0.104 -0.110 0.279 -0.61
H -3.9451 -0.4395 -2.1309 -0.113 -0.125 0.588 -0.97
H -3.2661 -1.3495 -0.7535 -0.140 0.908 0.449 -0.47
H -5.0191 -0.8490 -0.7286 -0.091 -0.004 0.159 0.40
H -4.4585 -3.2912 -1.1495 0.135 0.478 -0.628 0.17
H -5.4878 -3.7325 -3.2543 -0.171 0.505 0.161 0.43
H -5.4579 -2.0585 -3.7975 0.225 0.138 0.083 0.04
H -8.0129 -3.9987 -2.8926 0.197 -0.063 -0.008 0.33
H -7.7547 -2.7071 -4.0944 -0.304 0.085 0.404 0.32
H -8.7926 -2.4445 -2.5806 0.374 -0.060 -0.499 0.23
H -2.3363 -2.9952 -2.1369 0.023 0.080 -0.188 0.12
H -2.9569 -2.2856 -3.5055 -0.021 0.006 0.263 0.14
C 5.1781 -3.5987 2.9973 -1.257 0.089 -0.124 -1.44
C 5.3331 -2.1190 2.8931 1.294 1.692 0.738 0.84
C 6.7473 -1.6066 3.0369 0.851 -1.735 -1.305 -1.15
O 7.4859 -2.3429 2.0134 0.001 0.724 0.048 -0.26
C 8.8684 -2.0361 2.0660 -0.475 1.693 0.303 -0.87
N 4.8159 -1.4490 1.7248 -1.501 -1.139 -1.431 0.48
H 5.4874 -3.8404 3.9985 0.658 -0.847 0.205 0.49
H 5.5802 -4.1753 2.1676 0.439 -0.059 0.305 0.14
H 4.0971 -3.7558 3.0221 -0.134 -0.295 -0.172 0.39
H 4.8387 -1.7223 3.7854 -0.438 0.297 -0.195 0.44
H 7.1825 -1.8702 3.9996 0.096 0.270 0.286 0.51
H 6.8161 -0.5480 2.7730 -0.080 0.023 0.460 0.42
H 9.0023 -0.9179 2.2823 -0.052 -1.212 -0.584 0.31
H 9.3521 -2.2839 1.1016 -0.211 -0.124 0.758 0.23
H 9.2557 -2.5214 2.9562 0.712 -0.417 -0.142 0.32
H 5.1775 -1.8902 0.8436 -0.198 0.607 1.304 -0.58
H 3.8350 -1.7575 1.7277 -0.097 0.677 -0.425 -0.52
C 1.7458 0.7298 -3.3764 0.143 -1.271 0.564 -1.36
C 0.6979 -0.2226 -2.6867 0.049 0.753 -1.609 1.50
C 0.2720 -1.3431 -3.6108 1.084 -1.475 1.224 -0.79
O 1.4456 -2.2039 -3.7572 -1.867 -0.717 -1.674 -0.21
C 1.1660 -3.3534 -4.6477 0.841 1.177 1.124 -1.01
N 1.0343 -0.6316 -1.3611 2.071 0.301 0.817 2.54
H 1.9256 1.6523 -2.8146 -0.066 -0.324 0.053 0.20
H 1.4416 1.0382 -4.3743 -0.313 -0.217 -0.081 0.54
H 2.6766 0.1350 -3.4935 -0.240 0.591 0.082 0.08
H -0.1843 0.3496 -2.6377 -1.318 0.898 0.347 -1.08
H -0.0714 -0.9219 -4.5295 0.063 0.139 -1.038 1.18
H -0.6012 -1.9146 -3.1745 0.956 0.332 -0.212 -0.38
H 0.3675 -3.9602 -4.2031 0.193 -0.008 -0.216 0.35
H 2.1331 -3.8668 -4.6776 -0.386 -0.298 0.024 0.27
H 0.9064 -3.0956 -5.6847 -0.080 0.378 0.361 0.28
H 0.4942 -1.4394 -1.0450 0.336 0.181 -0.209 -1.63
H 2.0663 -0.8036 -1.3048 -1.497 -0.411 0.100 -0.60
C 4.9795 5.2274 1.8030 -1.233 0.079 0.265 -1.63
C 3.8298 4.1811 1.6167 2.519 1.179 -2.114 0.37
C 4.2628 3.3716 0.3774 -0.533 -0.969 0.890 -1.22
O 3.2510 2.4331 0.0595 -0.695 0.515 0.490 0.17
C 3.7240 1.4776 -0.8070 0.213 -1.451 -0.794 -0.45
N 3.7049 3.4074 2.7924 -0.371 -1.258 0.970 -0.16
H 4.7893 5.6771 2.7768 0.175 0.273 0.013 0.36
H 4.8907 6.0039 1.0442 0.459 0.029 -0.086 0.43
H 5.9627 4.7522 1.8434 -0.050 0.042 -0.262 0.39
H 2.9379 4.7415 1.3089 -0.194 -0.338 0.538 0.13
H 5.1866 2.7528 0.5551 -0.331 0.900 0.072 0.49
H 4.3669 4.0154 -0.4920 0.451 0.323 -0.043 0.32
H 2.8785 0.8733 -1.1942 0.740 0.585 0.451 -0.42
H 4.4539 0.8166 -0.3135 -0.123 -0.142 0.150 0.24
H 4.2786 1.8975 -1.6535 -0.228 0.239 -0.238 0.42
H 4.6288 3.0063 3.0349 -0.806 0.379 -0.078 0.26
H 3.4111 4.0289 3.5437 0.215 -0.150 0.137 0.17
C -2.4624 0.1297 -5.5836 -0.860 -0.999 0.423 -0.72
C -3.8375 -0.4337 -5.9811 -0.738 0.295 0.272 0.02
C -4.9721 0.1634 -5.0264 1.119 0.434 0.018 1.06
O -6.2271 -0.3439 -5.3583 -1.854 -0.253 -0.012 -0.51
C -7.4076 0.1080 -4.5894 1.681 -0.298 -0.022 -0.71
N -4.0425 -0.0415 -7.3714 -0.051 -0.594 0.437 -0.73
H -1.6583 -0.1841 -6.2512 -0.296 0.107 -0.278 0.51
H -2.1887 -0.2275 -4.5895 -0.058 0.449 0.143 -0.53
H -2.6239 1.2009 -5.5999 0.616 0.347 0.275 0.38
H -3.8940 -1.5204 -5.9892 0.077 -0.216 0.551 0.22
H -4.9687 1.2725 -5.1624 0.133 -0.443 0.070 0.79
H -4.7506 -0.0449 -3.9638 0.151 0.009 -0.355 -1.30
H -7.4348 -0.3425 -3.5826 0.505 0.331 -0.143 0.18
H -8.2776 -0.3057 -5.0753 -0.115 0.149 -0.555 0.32
H -7.4513 1.2108 -4.5232 0.037 -0.444 -0.141 0.31
H -5.0339 -0.0455 -7.5593 -0.172 0.235 -0.285 0.32
H -3.6688 0.8822 -7.3966 -0.173 0.943 -0.727 0.31
C -1.6031 4.7035 -3.3223 0.075 -0.098 0.766 -1.80
C -1.6061 3.9633 -1.9730 -0.782 -1.160 -1.430 0.75
C -1.7684 2.4325 -2.2690 -0.099 0.111 -0.566 -0.39
O -2.8896 1.8760 -2.9753 -0.760 0.911 0.466 0.53
C -4.1635 2.3240 -2.4902 0.749 0.223 0.062 -0.59
N -0.2803 4.0348 -1.3711 -0.023 2.558 0.995 0.52
H -1.7074 5.7725 -3.2577 -0.018 0.496 0.187 0.44
H -2.3384 4.3258 -3.9959 -1.029 -0.264 -0.280 0.33
H -0.6868 4.4842 -3.8294 0.872 -0.048 -0.109 0.36
H -2.4295 4.3305 -1.2909 0.663 -0.342 -0.589 0.29
H -1.7172 2.0086 -1.2772 0.133 -0.858 0.310 0.11
H -0.9587 2.0828 -2.9422 0.003 0.571 0.885 0.18
H -4.1914 2.2543 -1.3874 -0.194 -0.399 -0.304 -0.08
H -4.9475 1.7170 -2.9935 0.526 0.636 0.592 0.04
H -4.2531 3.4020 -2.7024 -0.368 -0.270 -0.224 0.41
H -0.2991 4.9854 -0.8868 0.395 -1.615 -0.606 0.03
H -0.1578 3.3952 -0.5908 -0.250 -0.219 -0.149 -0.43
C -2.9151 -4.0851 1.3956 0.279 0.408 -0.730 -1.59
C -1.8009 -4.5490 2.3112 1.806 0.762 0.077 0.40
C -1.0564 -5.7752 1.7618 -0.356 -0.457 0.975 -0.63
O -0.0413 -6.1861 2.6778 0.715 0.492 0.070 -0.31
C 0.4475 -7.5243 2.5734 -0.606 0.708 -0.802 -0.72
N -0.8497 -3.4327 2.5252 -0.436 0.730 -0.134 -0.10
H -3.3530 -4.9293 0.8927 0.029 -0.455 -0.670 0.52
H -2.5882 -3.3089 0.6535 -0.105 -0.887 0.530 0.22
H -3.7576 -3.6889 1.9219 -0.317 0.598 0.702 0.52
H -2.1912 -4.7802 3.2833 -0.342 -0.406 0.552 0.50
H -0.6650 -5.4882 0.7839 0.112 -0.476 -0.215 0.10
H -1.7392 -6.6267 1.7788 -0.410 -0.019 -0.884 0.55
H 1.0156 -7.7191 1.6289 -0.172 0.320 0.668 0.22
H -0.4111 -8.2004 2.5607 0.029 -0.271 0.152 0.33
H 1.0562 -7.6891 3.4623 0.031 -0.091 -0.220 0.25
H -0.6703 -2.9379 1.6420 0.326 -0.546 0.547 -0.72
H 0.0148 -3.6573 3.0269 -0.509 -0.167 -0.608 0.31
C 4.7697 -2.6349 -2.9856 0.626 -0.981 0.567 -1.47
C 5.1824 -3.0260 -1.5586 -1.214 -0.674 -0.586 2.64
C 5.2238 -4.5867 -1.2558 0.658 1.593 -0.683 -1.13
O 3.9898 -5.2688 -1.4364 0.446 0.613 0.104 -0.24
C 3.9362 -6.5987 -0.9561 -1.253 -0.133 0.511 -0.93
N 6.4655 -2.4449 -1.2343 -1.000 -1.869 -0.491 -0.51
H 4.8137 -1.5384 -3.0249 0.142 -0.340 -0.520 0.52
H 3.7678 -2.9624 -3.2232 -0.361 0.072 0.114 -0.13
H 5.4343 -3.1933 -3.6624 0.061 0.754 -0.227 0.45
H 4.3748 -2.6133 -0.9511 -0.079 0.071 0.495 -1.26
H 5.5668 -4.6417 -0.2356 0.062 -0.322 0.676 0.31
H 6.0496 -4.9516 -1.8852 -0.362 -0.443 -0.052 0.35
H 4.8374 -7.1595 -1.0644 0.958 -0.111 -0.238 0.46
H 3.1789 -7.0700 -1.5725 -0.146 -0.282 -0.002 0.29
H 3.5973 -6.7203 0.1071 0.333 0.582 -0.642 0.23
H 6.5172 -2.3133 -0.2565 1.147 0.844 0.679 0.25
H 6.8416 -1.8226 -1.9149 0.168 0.597 0.284 0.24
C -1.5487 1.3528 5.6297 -0.126 -1.060 0.211 0.22
O -0.4280 1.8001 5.3884 -0.113 0.468 -0.233 -0.71
N -2.7297 1.8240 5.0261 1.429 -0.517 1.269 -0.29
N -1.7319 0.2765 6.4899 -0.016 1.139 -0.884 -0.29
H -3.5159 1.2388 5.2712 -0.261 0.597 -0.507 0.32
H -2.6465 2.3494 4.1634 -0.040 -0.398 0.212 0.21
H -2.6973 -0.1132 6.5209 0.825 -0.209 0.362 0.36
H -0.9228 -0.2246 6.8560 -0.451 0.617 -0.302 0.20
C -4.6876 1.2338 1.4111 -2.502 2.315 -2.964 0.13
O -4.1033 0.2761 1.7849 1.142 -2.810 1.729 -0.25
N -5.9802 1.2438 0.8764 -0.692 -0.102 0.184 -0.34
N -4.1718 2.4532 1.2065 1.326 0.685 0.614 -0.03
H -6.2088 2.0451 0.2747 -0.161 -1.100 0.602 0.15
H -6.6635 0.4929 0.9896 0.758 0.473 -0.172 0.22
H -4.8420 3.1589 1.0101 0.197 0.760 -0.006 0.25
H -3.1874 2.6665 1.3953 -0.285 -0.231 0.025 -0.30
C -0.7159 1.4737 1.2095 0.507 1.920 -0.516 0.14
O -1.2863 2.3913 1.8430 0.119 0.150 0.267 -0.87
N -1.3841 0.3995 0.8419 -0.301 -1.760 -0.337 1.79
N 0.5084 1.5919 0.6763 -0.338 1.305 1.146 1.90
H -0.8197 -0.4070 0.7348 0.682 -0.922 -0.647 -0.79
H -2.1747 0.1849 1.3861 -1.395 0.065 0.575 -0.52
H 1.0698 2.3614 0.9900 0.348 0.050 -0.029 -0.09
H 0.9320 0.8736 0.1344 0.232 -0.885 -0.642 -1.23
C 1.9514 5.6966 5.6270 0.474 1.243 0.537 0.54
O 2.8929 5.6023 4.8273 -1.413 0.034 1.342 -0.64
N 1.0380 4.6781 5.8474 0.870 0.231 -0.734 -0.23
N 1.7424 6.8917 6.4202 0.378 -1.737 -1.689 -0.46
H 1.1749 3.8578 5.2631 -0.247 0.277 0.197 0.09
H 0.1310 4.7447 6.2834 0.338 0.289 0.065 0.20
H 1.0157 6.8428 7.0889 -0.470 -0.066 0.691 0.17
H 2.5182 7.4897 6.6737 -0.033 -0.429 -0.445 0.24
C 0.7578 -3.7143 -0.7099 -0.205 -0.206 0.077 -0.48
O -0.3267 -3.0824 -0.7119 1.238 -0.724 0.363 -0.01
N 1.7950 -3.5923 0.1535 -0.101 -0.098 -0.323 0.57
N 1.0368 -4.7267 -1.6021 -0.344 -0.062 -0.735 -0.24
H 1.8802 -2.8810 0.8560 -0.355 0.452 0.326 0.33
H 2.5375 -4.2731 0.0294 -0.154 0.398 0.158 -0.10
H 0.3038 -4.8792 -2.2898 0.477 0.148 0.179 0.27
H 2.0144 -4.7561 -1.9261 -0.802 -0.173 0.138 0.17
C 1.5717 -0.4590 2.8779 0.841 -1.930 -2.826 0.15
O 1.6660 -1.4250 2.0569 0.242 0.581 0.761 -0.40
N 0.5911 -0.4416 3.7457 -1.614 -0.772 0.799 0.18
N 2.4193 0.5629 2.8402 0.221 -0.184 0.481 0.04
H 0.3876 0.3456 4.3089 -0.195 0.930 0.746 -0.14
H -0.1201 -1.1502 3.6223 0.151 -0.063 0.023 -0.05
H 3.1870 0.5060 2.1903 -0.071 0.396 -0.007 -0.18
H 2.1027 1.4098 3.2601 0.639 0.715 -0.025 0.06
C 2.2777 6.9825 -2.5359 -1.920 0.579 2.010 0.39
O 2.8767 7.8281 -3.1833 0.173 -1.606 -0.242 -0.67
N 2.2042 5.5691 -2.7091 2.109 3.317 -1.367 -0.18
N 1.5012 7.4458 -1.4236 0.831 -0.972 -1.073 -0.22
H 2.5985 5.2830 -3.6015 -0.361 -0.183 0.526 0.22
H 1.5519 5.0143 -2.2267 -1.070 -0.787 0.480 0.05
H 0.8590 6.8477 -0.9297 0.072 0.111 0.087 0.21
H 1.4842 8.4354 -1.2027 0.168 -0.523 -0.425 0.19
C -1.1098 6.2742 1.6093 0.257 -0.112 1.233 0.32
O -0.5364 6.2698 0.5348 -0.237 -0.023 -0.337 -0.63
N -1.4160 5.1425 2.3467 -0.327 1.721 0.078 0.17
N -1.4622 7.4844 2.2254 0.226 -0.253 -0.266 -0.50
H -1.6992 5.3254 3.3038 0.031 -0.468 -0.430 0.20
H -1.3345 4.1786 2.0264 0.421 0.110 -0.122 0.06
H -1.6780 7.4662 3.2073 -0.026 0.024 0.005 0.17
H -0.9813 8.3338 1.9223 -0.215 -0.805 -0.025 0.27
C -4.3936 -0.8584 5.0359 -0.387 -0.945 1.672 0.46
O -4.1539 -0.5809 6.2699 -1.052 -0.656 -3.560 -0.79
N -3.4872 -1.2374 4.0569 0.880 1.515 1.105 0.07
N -5.7095 -1.0063 4.6153 0.612 0.679 0.793 -0.46
H -2.5255 -0.8238 4.1510 -1.400 -0.837 0.192 0.04
H -3.8334 -1.0576 3.1166 0.127 -0.176 0.136 0.16
H -6.4089 -0.6206 5.2484 0.397 -0.226 -0.353 0.28
H -5.8741 -0.8991 3.6295 -0.158 -0.048 -0.081 0.18